Run P
{
  "formula": "C2H7NO3",
  "method": "ωB97M-V/def2-TZVPD",
  "charge": 0,
  "e_homo_ev": -9.8,
  "smiles": "O=CNCO.O",
  "gap_ev": 10.1,
  "species": ["O", "C", "N", "C", "O", "H", "H", "H", "H", "H", "O", "H", "H"],
  "coordinates": [[-0.643, -2.496, 1.001], [-0.308, -1.774, 0.005], [-0.271, -0.444, 0.105], [-0.798, 0.071, 1.325], [-0.922, 1.441, 1.759], [0.214, -2.182, -0.917], [0.034, 0.068, -0.700], [-0.281, -0.433, 1.983], [-1.768, -0.444, 1.443], [-0.692, 2.180, 1.214], [2.242, 2.282, -3.362], [2.658, 2.219, -4.258], [2.945, 2.105, -2.664]],
  "nbo_charge": [-0.6401, 0.4931, -0.6098, 0.1006, -0.7208, 0.1326, 0.4094, 0.1748, 0.1736, 0.4864, -0.9562, 0.4796, 0.4768]
}

---

Run Q
{
  "formula": "C2H7NO3",
  "method": "ωB97M-V/def2-TZVPD",
  "charge": 0,
  "e_homo_ev": -9.9,
  "smiles": "O=CNCO.O",
  "gap_ev": 10.5,
  "species": ["O", "C", "N", "C", "O", "H", "H", "H", "H", "H", "O", "H", "H"],
  "coordinates": [[-0.239, 2.215, 0.324], [0.499, 1.856, -0.594], [0.729, 0.478, -0.531], [0.297, -0.288, 0.788], [0.992, -1.533, 0.513], [1.061, 2.386, -1.310], [1.282, -0.051, -1.091], [0.488, 0.291, 1.660], [-0.746, -0.711, 0.568], [1.846, -1.654, 0.791], [-2.457, -0.802, -0.337], [-1.930, -1.330, 0.247], [-1.822, -0.859, -1.030]],
  "nbo_charge": [-0.6074, 0.5068, -0.6526, 0.1134, -0.7525, 0.1397, 0.3841, 0.2048, 0.1694, 0.4742, -0.8795, 0.4410, 0.4587]
}

---

Which structure is the most stable? The one labeled run P.

---

Run P
{
  "formula": "C4H8OS",
  "method": "ωB97M-V/def2-TZVPD",
  "charge": 0,
  "e_homo_ev": [-7.5, -7.3],
  "gap_ev": [8.1, 7.8],
  "species": ["C", "C", "C", "C", "O", "S", "H", "H", "H", "H", "H", "H", "H", "H"],
  "coordinates": [[0.278, -0.042, 0.276], [1.996, -1.007, -1.205], [-1.781, 0.833, 1.422], [-0.805, 1.004, 0.263], [0.798, -0.538, -0.853], [2.277, -2.313, -2.470], [0.947, 0.232, 1.047], [2.764, -1.131, -0.400], [-2.258, -0.151, 1.123], [-2.538, 1.653, 1.532], [-1.233, 0.696, 2.393], [-0.262, 1.978, 0.506], [-1.168, 0.937, -0.772], [0.985, -2.149, -2.862]],
  "nbo_charge": [0.1072, -0.0461, -0.6087, -0.4656, -0.4473, -0.0226, 0.1298, 0.1558, 0.2106, 0.2177, 0.2102, 0.1973, 0.2204, 0.1412]
}

---

Run Q
{
  "formula": "C4H8OS",
  "method": "ωB97M-V/def2-TZVPD",
  "charge": 0,
  "e_homo_ev": -8.9,
  "gap_ev": 8.4,
  "species": ["C", "C", "C", "C", "H", "H", "H", "H", "H", "H", "H", "H", "O", "S"],
  "coordinates": [[2.144, -0.722, 0.537], [0.314, 0.558, -0.585], [-0.950, -0.207, -0.226], [-2.090, 0.607, 0.181], [3.189, 0.196, 0.649], [2.576, -2.010, -0.126], [1.208, -1.000, 1.288], [0.620, 1.754, -0.130], [0.169, 0.680, -1.647], [-2.580, 1.787, -0.107], [-2.131, 0.614, 1.397], [-2.853, -0.065, -0.222], [1.507, -0.322, -0.742], [-1.124, -1.871, -0.269]],
  "nbo_charge": [-0.3290, -0.1752, -0.0768, -0.7343, 0.2272, 0.2101, 0.2269, 0.2126, 0.2414, 0.2470, 0.2632, 0.2519, -0.5894, 0.0243]
}

---

Which structure is the most stable? The one labeled run P.

---

Run P
{
  "formula": "CH4O3S",
  "method": "ωB97M-V/def2-TZVPD",
  "charge": 0,
  "e_homo_ev": [-10.0, -8.9],
  "gap_ev": [9.0, 7.7],
  "species": ["C", "O", "O", "O", "S", "H", "H", "H", "H"],
  "coordinates": [[0.612, -0.845, 0.300], [0.734, 1.933, -0.210], [-1.730, -0.970, -1.065], [-1.869, -0.001, -0.219], [-0.584, 0.439, 0.687], [0.405, -1.718, 0.831], [1.501, -0.324, 0.660], [0.664, -1.202, -0.882], [0.267, 2.687, -0.102]],
  "nbo_charge": [-0.8093, -0.8338, -0.2655, -0.2661, 0.9544, 0.2352, 0.2602, 0.2923, 0.4327]
}

---

Run Q
{
  "formula": "CH4O3S",
  "method": "ωB97M-V/def2-TZVPD",
  "charge": 0,
  "e_homo_ev": -9.6,
  "gap_ev": 9.3,
  "species": ["C", "O", "O", "O", "S", "H", "H", "H", "H"],
  "coordinates": [[-1.336, 3.007, 0.500], [-0.539, 0.746, 0.171], [0.443, -2.330, 1.060], [-0.563, -3.092, 0.395], [-1.768, 1.550, 0.035], [-0.344, 3.093, 0.702], [-1.325, -2.453, 0.287], [-1.964, 3.742, 0.794], [1.045, -3.041, 1.382]],
  "nbo_charge": [-0.7140, -0.9048, -0.4480, -0.4725, 1.1758, 0.2275, 0.4641, 0.2153, 0.4567]
}

---

Which structure is the most stable? The one labeled run Q.

---

Run P
{
  "formula": "C6H9O2",
  "method": "ωB97M-V/def2-TZVPD",
  "charge": -1,
  "e_homo_ev": -3.7,
  "smiles": "C/C=C/CCC(=O)[O-]",
  "gap_ev": 7.3,
  "species": ["C", "C", "C", "C", "C", "C", "O", "O", "H", "H", "H", "H", "H", "H", "H", "H", "H"],
  "coordinates": [[1.368, 2.762, -0.526], [0.383, 1.465, -0.597], [0.083, 0.695, 0.484], [-1.077, -0.363, 0.409], [-0.676, -1.680, -0.418], [-0.196, -2.845, 0.608], [0.841, -2.624, 1.248], [-0.881, -3.877, 0.621], [1.038, 3.182, 0.509], [1.220, 3.318, -1.367], [2.330, 2.364, -0.403], [-0.203, 1.408, -1.524], [0.497, 0.648, 1.521], [-2.119, 0.064, -0.017], [-1.126, -0.662, 1.417], [-1.562, -2.041, -0.805], [0.079, -1.816, -1.159]],
  "nbo_charge": [-0.6427, -0.2158, -0.1707, -0.4185, -0.5393, 0.7740, -0.7996, -0.7891, 0.2082, 0.1965, 0.2093, 0.1837, 0.2094, 0.1827, 0.2124, 0.1911, 0.2083]
}

---

Run Q
{
  "formula": "C6H9O2",
  "method": "ωB97M-V/def2-TZVPD",
  "charge": -1,
  "e_homo_ev": -3.9,
  "smiles": "C=C(C)CCC(=O)[O-]",
  "gap_ev": 7.4,
  "species": ["C", "C", "C", "C", "C", "C", "O", "O", "H", "H", "H", "H", "H", "H", "H", "H", "H"],
  "coordinates": [[-0.400, -0.933, -1.737], [-0.459, 0.144, -0.959], [-1.380, 1.265, -1.384], [0.350, 0.403, 0.279], [0.831, -0.788, 1.061], [1.249, -0.445, 2.518], [0.309, -0.156, 3.303], [2.474, -0.523, 2.776], [0.072, -1.872, -1.446], [-0.955, -1.155, -2.647], [-2.174, 0.908, -2.033], [-0.914, 2.059, -1.989], [-1.795, 1.749, -0.498], [1.236, 0.959, -0.097], [-0.100, 1.144, 0.940], [-0.049, -1.430, 1.197], [1.703, -1.330, 0.716]],
  "nbo_charge": [-0.4580, 0.0558, -0.6397, -0.4422, -0.5273, 0.7625, -0.8027, -0.7897, 0.1939, 0.1773, 0.2028, 0.2038, 0.2125, 0.2106, 0.2284, 0.1994, 0.2127]
}

---

Which structure is the most stable? The one labeled run Q.

---

Run P
{
  "formula": "C4H8NS",
  "method": "ωB97M-V/def2-TZVPD",
  "charge": 1,
  "e_homo_ev": -13.4,
  "smiles": "C[N@H+]1C=CSC1",
  "gap_ev": 9.8,
  "species": ["C", "N", "C", "C", "S", "C", "H", "H", "H", "H", "H", "H", "H", "H"],
  "coordinates": [[1.014, 1.005, 0.716], [-0.261, 0.376, 0.440], [-0.614, 0.558, -0.960], [-0.361, -0.486, -1.756], [0.096, -1.977, -1.066], [-0.248, -1.334, 0.573], [1.852, 0.446, 0.311], [0.830, 2.012, 0.554], [1.225, 1.127, 1.893], [-1.019, 0.679, 1.054], [-1.172, 1.418, -1.130], [-0.429, -0.624, -2.831], [0.436, -1.653, 1.450], [-1.347, -1.546, 0.752]],
  "nbo_charge": [-0.4381, -0.3694, -0.1317, -0.3280, 0.4067, -0.3706, 0.2549, 0.2399, 0.2407, 0.4437, 0.2473, 0.2821, 0.2772, 0.2453]
}

---

Run Q
{
  "formula": "C4H8NS",
  "method": "ωB97M-V/def2-TZVPD",
  "charge": 1,
  "e_homo_ev": [-12.6, -12.4],
  "gap_ev": [8.1, 7.6],
  "species": ["C", "C", "C", "C", "N", "S", "H", "H", "H", "H", "H", "H", "H", "H"],
  "coordinates": [[2.583, 0.195, 1.198], [2.625, 0.513, 0.014], [-2.882, 0.741, 0.619], [-0.695, 0.115, -0.691], [0.430, -0.886, -0.660], [-1.221, 0.753, 0.773], [2.247, 0.102, 2.231], [-3.074, 0.051, -0.162], [2.962, 0.804, -0.878], [-3.722, 1.272, 1.072], [-1.387, -0.282, -1.546], [0.767, -0.963, -1.683], [0.086, -1.843, -0.267], [1.282, -0.573, -0.020]],
  "nbo_charge": [-0.1586, -0.2609, -0.5875, -0.4964, -0.7687, 0.7012, 0.2747, 0.2098, 0.2473, 0.2725, 0.2333, 0.4514, 0.4309, 0.4511]
}

---

Which structure is the most stable? The one labeled run P.

---

Run P
{
  "formula": "C4H8NS",
  "method": "ωB97M-V/def2-TZVPD",
  "charge": 1,
  "e_homo_ev": [-13.2, -13.4],
  "gap_ev": [7.3, 5.4],
  "species": ["C", "C", "C", "C", "N", "S", "H", "H", "H", "H", "H", "H", "H", "H"],
  "coordinates": [[-0.186, -0.246, -0.462], [0.934, -1.256, -0.111], [2.104, -0.499, 0.401], [-1.506, 1.817, 0.117], [-0.572, 0.761, 0.173], [2.615, 0.831, -0.513], [-0.716, -0.520, -1.339], [0.471, -1.854, 0.715], [1.355, -1.667, -1.063], [1.922, 0.068, 1.404], [2.962, -1.129, 0.608], [-0.962, 2.792, -0.255], [-1.716, 2.188, 1.173], [-2.389, 1.559, -0.557]],
  "nbo_charge": [0.1973, -0.4578, -0.6688, -0.5082, -0.0255, 0.2384, 0.2653, 0.2833, 0.2724, 0.2734, 0.2805, 0.2735, 0.2860, 0.2903]
}

---

Run Q
{
  "formula": "C4H8NS",
  "method": "ωB97M-V/def2-TZVPD",
  "charge": 1,
  "e_homo_ev": -14.0,
  "smiles": "S[C@@H]1C=CC[NH2+]1",
  "gap_ev": 10.3,
  "species": ["S", "C", "C", "C", "C", "N", "H", "H", "H", "H", "H", "H", "H", "H"],
  "coordinates": [[2.096, 1.683, 0.280], [0.985, 0.138, -0.335], [-0.257, 0.704, -1.126], [-1.386, 0.274, -0.664], [-1.222, -0.474, 0.654], [0.324, -0.517, 0.783], [3.205, 1.172, 0.069], [1.721, -0.620, -0.695], [-0.165, 1.414, -1.979], [-2.326, 0.636, -1.062], [-1.637, 0.281, 1.325], [-1.621, -1.506, 0.701], [0.451, 0.204, 1.544], [0.688, -1.491, 1.148]],
  "nbo_charge": [0.0002, -0.1489, -0.2073, -0.1867, -0.2497, -0.5718, 0.1247, 0.2568, 0.2712, 0.2673, 0.2480, 0.2538, 0.4679, 0.4746]
}

---

Which structure is the most stable? The one labeled run Q.